Entry 1:
# C8H12N3OS

An isolated ion of composition C8H12N3OS and charge +1 in a non-equilibrium geometry (ωB97M-V/def2-TZVPD, OMol25).

Summary:
Kohn-Sham gap = 9.8975 eV
HOMO = -13.1 eV
ΔE to the lowest compared entry with this formula, charge and spin = 58.7 kcal per mole
Energy = -949.3574 Ha

ORCA input file:
```
! RIJCOSX wB97M-V def2-TZVPD def2/J DEFGRID3
* xyz 1 1
C 1.81 -1.64 2.26
C 2.57 -1.13 1.18
C 0.49 -1.24 2.38
C 1.95 -0.50 0.13
C -0.19 -0.58 1.35
C 0.50 -0.32 0.15
C -0.62 -0.30 -1.93
C -2.38 2.02 -0.01
N -0.42 -1.60 -1.94
N -0.13 0.33 -0.90
N -0.24 1.90 -0.81
O -0.99 2.16 0.33
S -1.24 0.61 -3.32
H 2.27 -2.11 3.03
H 3.56 -1.30 1.37
H -0.18 -1.44 3.18
H 2.73 -0.21 -0.61
H -1.19 -0.34 1.56
H -2.59 1.04 -0.14
H -2.67 2.83 -0.79
H -2.78 2.39 1.01
H 0.12 -2.09 -1.23
H -0.57 -2.24 -2.66
H -0.55 1.73 -3.02
H 0.75 2.02 -0.60
*
```


Entry 2:
# C8H12N3S

A 2-piece molecular cluster, C8H12N3S overall in a non-equilibrium geometry (ωB97M-V/def2-TZVPD, OMol25).

Summary:
Kohn-Sham gap = 6.2271 eV
HOMO = -10.4 eV
ΔE to the lowest compared entry with this formula, charge and spin = 97.0 kcal per mole
Energy = -874.0961 Ha

ORCA input file:
```
! RIJCOSX wB97M-V def2-TZVPD def2/J DEFGRID3
* xyz 1 1
C -1.33 -2.88 -3.48
C -1.78 -3.28 -2.26
C -0.43 -1.75 -3.59
C -1.39 -2.59 -1.12
C -0.28 -1.03 -2.43
C 1.24 1.71 2.39
C -0.66 2.14 0.80
C 2.83 3.17 4.25
N 0.43 2.15 1.71
N -0.72 -1.40 -1.22
N -0.39 -0.75 -0.09
S 2.46 1.50 3.45
H -1.76 -3.31 -4.41
H -2.41 -4.22 -2.23
H 0.03 -1.49 -4.62
H -1.77 -2.77 -0.12
H 0.44 -0.27 -2.53
H -0.31 2.82 0.07
H -1.63 2.44 1.18
H -0.61 1.08 0.43
H 3.28 2.75 5.22
H 1.87 3.70 4.35
H 3.54 3.64 3.60
H -0.63 -1.37 0.66
*
```


Entry 3:
# C8H12N4

A 4-piece molecular cluster, C8H12N4 overall in a non-equilibrium geometry (ωB97M-V/def2-TZVPD, OMol25).

Summary:
Kohn-Sham gap = 11.8907 eV
HOMO = -11.4 eV
ΔE to the lowest compared entry with this formula, charge and spin = 70.2 kcal per mole
Energy = -530.9729 Ha

ORCA input file:
```
! RIJCOSX wB97M-V def2-TZVPD def2/J DEFGRID3
* xyz 0 1
C -7.45 1.79 6.21
C -6.03 1.66 5.88
N -4.84 1.55 5.66
H -8.10 0.95 5.95
H -7.71 2.73 5.73
H -7.49 1.97 7.28
C 4.01 -4.91 -2.51
C 4.40 -3.86 -1.67
N 4.67 -2.92 -1.01
H 4.63 -4.76 -3.40
H 2.97 -4.91 -2.84
H 4.36 -5.89 -2.18
C 1.37 2.58 2.53
C 0.93 3.13 1.25
N 0.67 3.59 0.21
H 2.11 1.82 2.30
H 0.58 2.04 3.05
H 1.88 3.26 3.22
C 1.75 0.14 -5.52
C 0.83 -0.13 -6.67
N 0.14 -0.34 -7.58
H 2.15 -0.77 -5.08
H 1.49 0.90 -4.78
H 2.69 0.40 -6.01
*
```


Entry 4:
# C8H12N4O7P2SZn

C8H12N4O7P2SZn as an isolated structure in a non-equilibrium geometry (ωB97M-V/def2-TZVPD, OMol25).

Summary:
Kohn-Sham gap = 8.4886 eV
HOMO = -9.3 eV
ΔE to the lowest compared entry with this formula, charge and spin = 0.0 kcal per mole
Energy = -3918.3273 Ha

ORCA input file:
```
! RIJCOSX wB97M-V def2-TZVPD def2/J DEFGRID3
* xyz 0 1
Zn -0.78 1.25 0.44
C 2.67 -1.11 1.43
C 1.77 -0.10 0.73
N 0.97 0.70 1.34
N 0.97 0.67 2.72
C -0.05 1.31 3.41
N -0.12 1.02 4.74
S -1.06 2.35 2.63
C 1.72 0.00 -0.79
C 2.51 -0.79 -1.61
C 2.28 -0.70 -2.99
C 1.28 0.15 -3.45
C 0.46 0.73 -2.52
N 0.68 0.69 -1.24
H 3.50 -1.32 0.69
H 2.18 -2.10 1.60
H 3.11 -0.69 2.33
H 1.35 -0.17 3.17
H 0.11 0.11 5.10
H -0.87 1.47 5.21
H 3.33 -1.39 -1.30
H 2.76 -1.31 -3.72
H 1.10 0.29 -4.54
H -0.46 1.32 -2.92
O -2.84 -2.39 0.47
P -1.85 -1.28 -0.19
O -0.81 -1.94 -1.02
O -1.35 -0.48 0.98
O -2.80 -0.40 -1.13
P -2.89 1.09 -1.76
O -4.37 1.49 -1.36
O -2.68 1.05 -3.19
O -2.07 2.01 -0.83
H -2.93 -3.14 -0.19
H -4.82 1.60 -2.22
*
```


Entry 5:
# C8H12N6

An isolated ion of composition C8H12N6 and charge +2 in a non-equilibrium geometry (ωB97M-V/def2-TZVPD, OMol25).

Summary:
Kohn-Sham gap = 9.1811 eV
HOMO = -16.9 eV
ΔE to the lowest compared entry with this formula, charge and spin = 1.3 kcal per mole
Energy = -639.8929 Ha

ORCA input file:
```
! RIJCOSX wB97M-V def2-TZVPD def2/J DEFGRID3
* xyz 2 1
C 1.76 -3.03 0.66
N 0.94 -1.78 0.54
N 0.61 -1.44 -0.74
C 0.59 -2.19 -1.91
N 0.13 -1.43 -2.90
C -0.27 -0.28 -2.41
N -0.01 -0.27 -0.99
C -0.57 0.74 -0.04
C -1.49 0.21 0.91
N -2.01 1.02 1.87
C -1.76 2.39 1.85
C -0.91 2.92 0.91
C -0.18 2.12 0.00
N 0.65 2.59 -0.94
H 2.78 -2.81 0.41
H 1.77 -3.31 1.79
H 1.49 -3.72 -0.10
H 1.44 -1.10 1.08
H 1.07 -3.18 -2.07
H -0.91 0.44 -2.88
H -1.74 -0.85 0.91
H -2.84 0.65 2.53
H -2.23 2.87 2.68
H -0.70 3.93 1.13
H 1.11 3.51 -0.83
H 1.30 1.99 -1.45
*
```


Entry 6:
# C8H12NOPS

One molecule with the formula C8H12NOPS in a non-equilibrium geometry (ωB97M-V/def2-TZVPD, OMol25).

Summary:
Kohn-Sham gap = 9.4564 eV
HOMO = -8.8 eV
ΔE to the lowest compared entry with this formula, charge and spin = 15.3 kcal per mole
Energy = -1181.5987 Ha

ORCA input file:
```
! RIJCOSX wB97M-V def2-TZVPD def2/J DEFGRID3
* xyz 0 1
C -0.23 -2.96 -0.34
C 1.17 -2.47 -0.31
O 1.31 -1.18 0.16
P 1.15 0.01 -0.92
N 2.64 0.79 -0.80
S 0.76 -0.63 -2.77
C -0.17 0.97 -0.08
C -1.34 1.31 -0.71
C -2.32 2.06 -0.07
C -2.12 2.43 1.29
C -0.99 1.92 1.92
C -0.02 1.23 1.28
H -0.88 -2.21 0.02
H -0.48 -3.32 -1.37
H -0.28 -3.73 0.42
H 1.64 -2.52 -1.31
H 1.70 -3.12 0.44
H 2.88 1.00 0.15
H 3.07 1.36 -1.55
H -1.35 0.76 -1.72
H -3.38 2.02 -0.32
H -2.80 3.18 1.81
H -0.85 2.20 3.01
H 0.88 0.90 1.78
*
```


Entry 7:
# C8H12NS

An isolated ion of composition C8H12NS and charge +1 in a non-equilibrium geometry (ωB97M-V/def2-TZVPD, OMol25).

Summary:
Kohn-Sham gap (alpha / beta) = 8.4512 / 4.1250 eV
HOMO (alpha / beta) = -11.6 / -12.7 eV
ΔE to the lowest compared entry with this formula, charge and spin = 0.0 kcal per mole
Energy = -764.6002 Ha

ORCA input file:
```
! RIJCOSX wB97M-V def2-TZVPD def2/J DEFGRID3
* xyz 1 3
C 0.02 2.75 2.25
C -0.26 1.97 1.16
C 0.08 2.02 3.44
C -0.44 0.60 1.50
C -0.86 -0.43 -0.77
C -0.72 -0.47 0.69
C 0.04 -1.54 -1.35
C 0.21 -1.39 -2.86
N 1.29 -1.47 -0.60
S -0.23 0.38 3.24
H 0.20 3.81 2.22
H -0.36 2.34 0.16
H 0.30 2.42 4.42
H -1.90 -0.64 -1.05
H -0.58 0.54 -1.19
H -0.84 -1.44 1.15
H -0.40 -2.52 -1.13
H -0.75 -1.51 -3.37
H 0.89 -2.15 -3.24
H 0.62 -0.41 -3.10
H 1.79 -0.61 -0.77
H 1.91 -2.24 -0.82
*
```


Entry 8:
# C8H12O2

A 2-piece molecular cluster, C8H12O2 overall in a non-equilibrium geometry (ωB97M-V/def2-TZVPD, OMol25).

Summary:
Kohn-Sham gap = 8.9824 eV
HOMO = -8.3 eV
ΔE to the lowest compared entry with this formula, charge and spin = 5.9 kcal per mole
Energy = -462.4970 Ha

ORCA input file:
```
! RIJCOSX wB97M-V def2-TZVPD def2/J DEFGRID3
* xyz 0 1
C -0.38 0.50 1.98
C -0.22 -0.75 1.05
C 0.45 -0.35 -0.25
C 1.72 -0.90 -0.62
C 2.36 -0.41 -1.76
C 1.82 0.67 -2.54
O 2.47 1.10 -3.68
C 0.53 1.11 -2.17
C -0.16 0.63 -1.06
H -1.04 0.20 2.81
H -0.87 1.30 1.41
H 0.56 0.89 2.40
H 0.27 -1.55 1.63
H -1.21 -1.12 0.73
H 2.25 -1.64 -0.01
H 3.36 -0.80 -2.01
H 1.87 1.68 -4.21
H 0.13 1.98 -2.72
H -1.10 1.14 -0.83
O -4.25 -1.61 3.35
H -3.62 -0.90 3.62
H -4.96 -1.13 2.87
*
```


Entry 9:
# C8H12O2PS

A 2-piece molecular cluster, C8H12O2PS overall in a non-equilibrium geometry (ωB97M-V/def2-TZVPD, OMol25).

Summary:
Kohn-Sham gap = 8.5187 eV
HOMO = -13.7 eV
ΔE to the lowest compared entry with this formula, charge and spin = 25.1 kcal per mole
Energy = -1201.7551 Ha

ORCA input file:
```
! RIJCOSX wB97M-V def2-TZVPD def2/J DEFGRID3
* xyz 1 1
C -1.15 -1.12 -3.13
C -1.91 -0.04 -2.54
C -0.15 -1.76 -2.41
C -1.72 0.31 -1.23
C -0.03 -1.43 -1.06
C -0.82 -0.44 -0.47
C 0.61 -1.25 3.28
C 1.60 2.68 0.45
O 0.03 -1.31 1.98
O 1.74 1.29 0.85
P -0.76 -0.19 1.29
S -1.63 1.11 2.35
H -1.24 -1.45 -4.22
H -2.52 0.56 -3.10
H 0.49 -2.58 -2.93
H -2.34 1.08 -0.94
H 0.62 -1.99 -0.51
H 1.73 -1.00 3.36
H 0.49 -2.18 3.84
H -0.09 -0.60 3.77
H 2.50 3.30 0.59
H 0.76 3.31 1.02
H 1.27 2.91 -0.60
H 2.52 0.82 0.34
*
```


Entry 10:
# C8H12O2S2

One molecule with the formula C8H12O2S2 in a non-equilibrium geometry (ωB97M-V/def2-TZVPD, OMol25).

Summary:
Kohn-Sham gap (alpha / beta) = 7.5554 / 7.5545 eV
HOMO (alpha / beta) = -8.3 / -8.3 eV
ΔE to the lowest compared entry with this formula, charge and spin = 29.1 kcal per mole
Energy = -1258.7249 Ha

ORCA input file:
```
! RIJCOSX wB97M-V def2-TZVPD def2/J DEFGRID3
* xyz 0 1
C -1.30 1.74 0.16
C -2.28 0.89 -0.12
C 0.82 0.10 -0.12
C 2.02 -0.42 -0.02
C -2.04 -0.29 -0.99
C -3.63 0.97 0.52
C 2.27 -1.84 0.37
C 3.27 0.40 -0.26
O 1.11 2.69 0.13
O -0.80 -2.66 -0.73
S 0.32 1.73 -0.65
S -1.12 -1.50 0.10
H -1.41 2.59 0.82
H -2.97 -0.76 -1.32
H -1.40 -0.11 -1.85
H -4.32 1.44 -0.18
H -3.60 1.56 1.43
H -4.00 -0.02 0.75
H 1.39 -2.46 0.20
H 3.10 -2.25 -0.20
H 2.53 -1.89 1.43
H 3.08 1.46 -0.17
H 4.04 0.09 0.45
H 3.64 0.20 -1.27
*
```


Entry 11:
# C8H12S

One molecule with the formula C8H12S in a non-equilibrium geometry (ωB97M-V/def2-TZVPD, OMol25).

Summary:
Kohn-Sham gap (alpha / beta) = 7.4707 / 8.1717 eV
HOMO (alpha / beta) = -7.3 / -7.5 eV
ΔE to the lowest compared entry with this formula, charge and spin = 100.1 kcal per mole
Energy = -710.0449 Ha

ORCA input file:
```
! RIJCOSX wB97M-V def2-TZVPD def2/J DEFGRID3
* xyz 0 1
C -1.62 -0.81 0.92
C -1.46 0.47 0.02
C -0.30 -1.32 -1.14
C -0.72 -1.73 0.30
C -0.22 0.19 -0.85
C 1.48 -0.42 0.99
C 1.02 0.51 0.02
C 1.45 1.93 -0.07
S 2.52 -0.71 -0.47
H -1.33 -0.66 1.98
H -2.67 -1.03 0.76
H -2.35 0.47 -0.63
H -1.49 1.35 0.59
H 0.63 -1.71 -1.45
H -1.08 -1.34 -1.90
H -0.43 -2.73 0.68
H -0.27 0.81 -1.65
H 2.07 -0.31 1.92
H 0.74 2.64 0.33
H 1.75 2.36 -1.01
H 2.26 2.06 0.65
*
```


Entry 12:
# C8H12Si

A 2-piece molecular cluster, C8H12Si overall in a non-equilibrium geometry (ωB97M-V/def2-TZVPD, OMol25).

Summary:
Kohn-Sham gap = 9.6695 eV
HOMO = -8.9 eV
ΔE to the lowest compared entry with this formula, charge and spin = 82.2 kcal per mole
Energy = -601.2986 Ha

ORCA input file:
```
! RIJCOSX wB97M-V def2-TZVPD def2/J DEFGRID3
* xyz 0 1
C 3.42 0.41 1.08
C 2.44 -0.25 0.74
Si 0.69 -0.84 0.76
C 0.01 0.08 2.32
C 0.25 -2.31 -0.41
C -0.01 -0.84 -0.95
C -1.40 -0.68 -1.30
H 4.22 0.92 1.26
H -0.68 0.80 2.13
H -0.36 -0.59 3.16
H 0.93 0.45 2.75
H 1.04 -2.82 -0.91
H -0.60 -2.97 -0.16
H 0.60 -0.72 -1.88
H -1.86 0.29 -1.44
H -1.61 -1.16 -2.32
H -2.04 -1.34 -0.60
C -0.95 2.52 -0.74
C -1.52 3.35 -1.39
H -0.36 1.76 -0.16
H -2.23 3.94 -1.94
*
```